Run 1
{"formula": "CH2NO3S", "method": "ωB97M-V/def2-TZVPD", "total_charge": -1, "homo_ev": [-4.522, -4.524], "symbols": ["C", "N", "O", "O", "O", "S", "H", "H"], "coordinates": [[0.290, 1.030, 1.240], [0.494, -0.233, 0.784], [-1.583, -1.531, 0.309], [0.977, 1.629, 2.070], [0.082, -0.183, -2.404], [-0.188, -1.271, -0.144], [-0.531, 1.629, 0.745], [0.458, -1.070, -2.599]], "mulliken_charge": [0.1815, -0.2359, -0.5294, -0.5655, -0.8618, 0.5361, 0.2592, 0.2157]}


Run 2
{"formula": "CH2NO3S", "method": "ωB97M-V/def2-TZVPD", "total_charge": -1, "homo_ev": -3.124, "symbols": ["C", "N", "O", "O", "O", "S", "H", "H"], "coordinates": [[-1.087, 2.080, -0.202], [-0.281, 1.312, 0.302], [-1.705, -1.148, -0.740], [-1.871, 2.877, -0.573], [2.276, -1.672, 0.434], [-0.739, -0.682, 0.397], [1.559, -0.845, 0.781], [1.848, -1.923, -0.400]], "mulliken_charge": [0.6172, -0.5188, -0.5703, -0.5450, -0.6971, 0.0581, 0.3274, 0.3285]}


On energetic grounds, run 2 is preferred over the next structure by 60.8 kJ/mol.


Run 1
{"formula": "C2H2ClNS", "method": "ωB97M-V/def2-TZVPD", "total_charge": 0, "homo_ev": -9.415, "symbols": ["C", "C", "N", "S", "Cl", "H", "H"], "coordinates": [[0.383, -0.566, -0.030], [-0.846, -0.038, -0.019], [1.060, 0.629, 0.385], [-0.338, 1.599, 0.195], [-3.024, -1.000, 0.311], [0.955, -1.450, -0.511], [1.812, 0.825, -0.330]], "mulliken_charge": [-0.2477, 0.2128, -0.2713, -0.0035, -0.2574, 0.2671, 0.3000]}


Run 2
{"formula": "C2H2ClNS", "method": "ωB97M-V/def2-TZVPD", "total_charge": 0, "homo_ev": [-8.497, -8.495], "smiles": "C#CCl.N=S", "symbols": ["C", "C", "Cl", "H", "N", "S", "H"], "coordinates": [[1.328, -0.803, 0.391], [0.704, -0.174, 1.197], [0.148, 0.824, 2.385], [1.890, -1.243, -0.359], [-1.051, 0.837, -1.321], [-1.650, -0.412, -1.978], [-1.370, 0.970, -0.315]], "mulliken_charge": [-0.1344, -0.1046, -0.1375, 0.3829, -0.2850, 0.0310, 0.2476]}


On energetic grounds, run 2 is preferred over the next structure by 31.7 kJ/mol.


Run 1
{"formula": "C2H7N4S", "method": "ωB97M-V/def2-TZVPD", "total_charge": 1, "homo_ev": -13.383, "symbols": ["C", "C", "N", "N", "N", "N", "S", "H", "H", "H", "H", "H", "H", "H"], "coordinates": [[-1.272, 0.362, 0.077], [0.735, -0.811, 0.747], [1.339, 0.441, 0.307], [-0.694, -0.734, 0.396], [-2.528, 0.436, -0.211], [2.301, 0.506, -0.632], [-0.109, 1.604, 0.126], [1.311, -1.614, 0.109], [0.809, -0.983, 1.765], [-1.194, -1.714, 0.437], [-2.986, -0.384, -0.207], [-2.958, 1.322, -0.714], [2.195, 0.291, -1.679], [3.048, 1.278, -0.521]], "mulliken_charge": [0.6290, -0.3894, 0.0272, -0.2515, -0.3836, -0.4840, -0.0562, 0.3361, 0.2591, 0.3021, 0.1940, 0.2946, 0.2471, 0.2756]}


Run 2
{"formula": "C2H7N4S", "method": "ωB97M-V/def2-TZVPD", "total_charge": 1, "homo_ev": -13.487, "smiles": "NC1=N[C@@H](S)[NH2+]N1", "symbols": ["N", "C", "N", "C", "S", "N", "N", "H", "H", "H", "H", "H", "H", "H"], "coordinates": [[1.752, -1.360, 0.435], [0.864, -0.532, -0.142], [-0.144, -0.912, -0.852], [-1.200, -0.065, -0.807], [-2.513, -0.580, 0.319], [-0.493, 1.261, -0.262], [0.655, 0.734, 0.330], [1.672, -2.362, 0.478], [2.559, -0.927, 0.843], [-1.631, 0.382, -1.764], [-1.421, -0.766, 1.293], [-0.353, 1.992, -0.935], [-1.142, 1.725, 0.426], [1.396, 1.408, 0.637]], "mulliken_charge": [-0.3875, 0.5813, -0.4881, -0.1607, -0.1223, -0.0741, -0.3342, 0.2372, 0.2083, 0.3410, 0.1880, 0.3595, 0.3668, 0.2849]}


On energetic grounds, run 2 is preferred over the next structure by 27.1 kJ/mol.


Run 1
{"formula": "C5H18N2O2", "method": "ωB97M-V/def2-TZVPD", "total_charge": 0, "homo_ev": -9.134, "smiles": "CNCC[C@H](C)N.O.O", "symbols": ["C", "N", "C", "C", "C", "C", "N", "H", "H", "H", "H", "H", "H", "H", "H", "H", "H", "H", "H", "H", "H", "O", "H", "H", "O", "H", "H"], "coordinates": [[-0.550, 3.233, -0.904], [-0.978, 1.916, -0.487], [-0.409, 0.753, -1.202], [-0.594, -0.585, -0.439], [0.699, -1.391, -0.385], [0.916, -2.194, -1.778], [0.478, -2.370, 0.673], [-0.580, 3.520, -1.923], [-1.392, 3.900, -0.269], [0.383, 3.584, -0.405], [-1.990, 1.853, -0.649], [0.704, 0.751, -1.212], [-0.707, 0.548, -2.210], [-1.491, -1.068, -0.840], [-0.929, -0.368, 0.614], [1.686, -0.896, -0.110], [0.198, -3.090, -1.776], [1.812, -2.832, -1.865], [0.728, -1.562, -2.614], [-0.412, -2.398, 1.031], [0.805, -3.305, 0.463], [-0.633, 1.016, 2.684], [-1.308, 1.288, 2.058], [-0.048, 1.715, 2.496], [1.446, -0.669, 3.218], [0.771, -0.081, 3.256], [1.396, -1.270, 2.575]], "mulliken_charge": [-0.9606, -0.0614, -0.9382, -0.6629, 0.6195, -1.4063, -0.5879, 0.3329, 0.2644, 0.2939, 0.2816, 0.4019, 0.3321, 0.3333, 0.2158, 0.1987, 0.3611, 0.3850, 0.3144, 0.1744, 0.1802, -0.7003, 0.2880, 0.3259, -0.6411, 0.3638, 0.2918]}


Run 2
{"formula": "C5H18N2O2", "method": "ωB97M-V/def2-TZVPD", "total_charge": 0, "homo_ev": -8.287, "smiles": "CC[C@@H](N)CNC.O.O", "symbols": ["C", "C", "C", "N", "C", "N", "C", "H", "H", "H", "H", "H", "H", "H", "H", "H", "H", "H", "H", "H", "H", "O", "H", "H", "O", "H", "H"], "coordinates": [[-2.131, 0.954, -1.077], [-0.973, 0.998, -0.090], [-1.128, -0.084, 1.000], [-1.211, -1.434, 0.509], [0.039, -0.083, 2.091], [0.877, 1.092, 2.209], [2.012, 1.145, 1.279], [-3.057, 1.315, -0.636], [-1.883, 1.611, -1.902], [-2.299, -0.018, -1.537], [-0.029, 0.804, -0.607], [-0.886, 1.976, 0.364], [-2.010, 0.137, 1.600], [-0.440, -1.747, -0.057], [-2.076, -1.614, 0.030], [-0.459, -0.307, 3.023], [0.659, -0.944, 1.850], [0.341, 1.944, 2.253], [2.234, 2.184, 1.045], [2.897, 0.751, 1.771], [1.812, 0.472, 0.443], [0.024, -2.433, -2.233], [-0.504, -2.397, -3.032], [0.873, -1.976, -2.382], [2.397, -0.890, -2.352], [3.050, -1.209, -1.715], [1.870, -0.248, -1.847]], "mulliken_charge": [-1.5317, 0.1438, 0.2738, -0.5804, -0.9812, -0.3381, -0.6167, 0.3568, 0.4140, 0.3251, -0.1357, 0.3224, 0.3198, 0.1731, 0.2538, 0.2839, 0.3852, 0.2944, 0.3280, 0.2931, 0.0185, -0.6494, 0.2916, 0.4087, -0.7776, 0.3325, 0.3925]}


On energetic grounds, run 2 is preferred over the next structure by 153.8 kJ/mol.


Run 1
{"formula": "C2H3Cl3S", "method": "ωB97M-V/def2-TZVPD", "total_charge": 0, "homo_ev": -8.576, "symbols": ["C", "C", "S", "Cl", "Cl", "Cl", "H", "H", "H"], "coordinates": [[1.005, -0.524, 0.706], [-0.868, 1.209, -0.511], [-0.818, -0.187, 0.442], [1.763, -1.145, -0.727], [-2.343, 2.063, -0.552], [-1.168, -2.130, -0.577], [1.373, -1.256, 1.471], [1.236, 0.433, 1.028], [-0.180, 1.537, -1.281]], "mulliken_charge": [-0.4866, -0.1474, 0.1353, -0.0851, -0.1499, -0.3193, 0.3394, 0.3613, 0.3523]}


Run 2
{"formula": "C2H3Cl3S", "method": "ωB97M-V/def2-TZVPD", "total_charge": 0, "homo_ev": -9.247, "symbols": ["C", "C", "S", "Cl", "Cl", "Cl", "H", "H", "H"], "coordinates": [[0.639, -0.691, -1.404], [-0.601, 1.244, 1.043], [1.793, -1.754, -0.886], [-0.819, -1.366, -1.876], [0.837, 2.169, 1.414], [-1.564, 1.983, -0.193], [-1.118, 0.930, 1.851], [-0.289, 0.293, 0.703], [1.122, -2.807, -0.653]], "mulliken_charge": [-0.0425, 0.0427, -0.0350, -0.0587, -0.1525, -0.1306, 0.3206, -0.0640, 0.1200]}


On energetic grounds, run 1 is preferred over the next structure by 76.1 kJ/mol.


Run 1
{"formula": "C32H34N5O3SSe2Ti", "method": "ωB97M-V/def2-TZVPD", "s2": 2.06, "multiplicity": 3, "total_charge": -1, "homo_ev": [-3.788, -4.224], "symbols": ["Ti", "S", "C", "C", "C", "C", "C", "C", "N", "C", "C", "C", "C", "C", "C", "C", "H", "H", "H", "H", "H", "H", "H", "H", "O", "C", "C", "C", "O", "C", "Se", "C", "Se", "H", "H", "H", "H", "H", "H", "H", "H", "H", "H", "C", "N", "C", "C", "O", "H", "H", "H", "H", "H", "H", "H", "C", "C", "N", "C", "C", "C", "C", "C", "C", "C", "C", "N", "C", "N", "H", "H", "H", "H", "H", "H", "H", "H", "H"], "coordinates": [[-0.827, 1.007, 0.148], [0.555, -1.711, 3.455], [-0.071, -0.259, 4.206], [-0.247, -0.061, 5.559], [-0.758, 1.151, 6.019], [-1.099, 2.125, 5.095], [-0.928, 1.924, 3.728], [-0.387, 0.728, 3.244], [-0.107, 0.395, 1.931], [0.045, -1.036, 1.795], [0.458, -1.398, -0.704], [1.261, -1.742, -1.793], [0.741, -1.807, -3.067], [-0.616, -1.538, -3.277], [-1.421, -1.194, -2.215], [-0.903, -1.120, -0.906], [0.009, -0.851, 6.256], [-0.902, 1.319, 7.078], [-1.524, 3.062, 5.435], [-1.248, 2.696, 3.048], [2.308, -1.970, -1.623], [1.381, -2.081, -3.897], [-1.038, -1.600, -4.273], [-2.477, -0.993, -2.343], [-0.849, 4.445, -1.516], [-0.667, 4.258, -2.904], [-0.704, 2.811, -3.418], [-0.541, 2.962, -4.951], [-0.535, 1.739, -5.670], [0.466, 1.907, -2.987], [1.198, 1.808, -1.157], [-2.080, 2.164, -3.200], [-2.785, 1.921, -1.359], [-1.572, 3.834, -1.253], [0.294, 4.715, -3.162], [-1.451, 4.806, -3.452], [0.382, 3.526, -5.149], [-1.379, 3.533, -5.357], [0.177, 1.193, -5.318], [1.347, 2.179, -3.577], [0.204, 0.880, -3.226], [-2.086, 1.183, -3.673], [-2.833, 2.779, -3.699], [0.387, 6.001, 1.261], [-0.537, 4.889, 1.401], [-1.962, 5.199, 1.406], [-0.127, 3.678, 1.045], [-0.914, 2.741, 0.842], [0.162, 6.763, 2.007], [0.302, 6.429, 0.260], [1.407, 5.652, 1.412], [-2.128, 6.121, 0.851], [-2.324, 5.321, 2.428], [-2.513, 4.395, 0.921], [0.949, 3.552, 0.928], [-1.222, -3.090, 1.122], [-1.321, -1.606, 1.366], [-1.733, -0.829, 0.183], [1.021, -1.529, 0.710], [1.191, -3.023, 0.900], [-0.062, -3.742, 0.936], [2.467, -3.533, 1.103], [2.994, -4.818, 1.171], [2.511, -6.078, 0.678], [3.236, -7.253, 0.949], [2.772, -8.434, 0.424], [1.676, -8.509, -0.340], [1.065, -7.346, -0.548], [1.407, -6.153, -0.089], [-2.153, -3.647, 1.135], [-2.052, -1.428, 2.160], [1.968, -0.991, 0.789], [-0.048, -4.815, 0.826], [3.204, -2.760, 1.307], [3.993, -4.876, 1.591], [4.132, -7.221, 1.555], [3.289, -9.370, 0.612], [0.176, -7.377, -1.171]], "mulliken_spin": [0.9589, 0.0040, -0.0022, 0.0008, 0.0010, -0.0002, 0.0074, -0.0001, 0.0183, 0.1138, 0.0577, -0.0178, -0.0036, -0.0022, -0.0250, 0.0924, -0.0006, 0.0001, 0.0000, 0.0027, -0.0016, -0.0005, 0.0003, 0.0071, 0.0024, 0.0031, -0.0220, -0.0001, -0.0004, 0.0387, -0.0145, 0.0155, -0.0016, -0.0002, -0.0004, 0.0000, 0.0006, -0.0001, 0.0004, 0.0044, -0.0227, 0.0007, 0.0017, -0.0013, 0.0131, 0.0018, 0.0070, -0.0282, 0.0003, 0.0005, -0.0002, 0.0006, 0.0004, -0.0007, -0.0012, 0.1747, -0.0074, -0.0089, 0.0047, 0.2664, -0.0156, -0.2577, 0.3939, 0.0126, 0.0923, -0.0095, 0.0916, -0.0378, 0.0828, -0.0095, -0.0031, -0.0129, 0.0146, -0.0002, 0.0183, 0.0050, -0.0005, -0.0019]}


Run 2
{"formula": "C32H34N5O3SSe2Ti", "method": "ωB97M-V/def2-TZVPD", "s2": 2.04, "multiplicity": 3, "total_charge": -1, "homo_ev": [-2.335, -4.912], "symbols": ["Ti", "S", "C", "C", "C", "C", "C", "C", "N", "C", "C", "C", "C", "C", "C", "C", "H", "H", "H", "H", "H", "H", "H", "H", "O", "C", "C", "C", "O", "C", "Se", "C", "Se", "H", "H", "H", "H", "H", "H", "H", "H", "H", "H", "C", "N", "C", "C", "O", "H", "H", "H", "H", "H", "H", "H", "C", "C", "N", "C", "C", "C", "C", "C", "C", "C", "C", "N", "C", "N", "H", "H", "H", "H", "H", "H", "H", "H", "H"], "coordinates": [[-0.848, -0.155, -0.150], [1.371, -2.369, 3.372], [2.604, -2.158, 2.169], [3.932, -2.570, 2.184], [4.706, -2.323, 1.067], [4.163, -1.695, -0.056], [2.846, -1.280, -0.071], [2.064, -1.492, 1.063], [0.737, -1.125, 1.201], [0.239, -1.542, 2.340], [-1.148, -1.300, 2.689], [-1.656, -1.686, 3.936], [-2.972, -1.403, 4.242], [-3.756, -0.732, 3.305], [-3.235, -0.366, 2.076], [-1.913, -0.644, 1.706], [4.344, -3.078, 3.046], [5.742, -2.637, 1.055], [4.783, -1.548, -0.932], [2.396, -0.846, -0.951], [-1.033, -2.197, 4.662], [-3.387, -1.690, 5.199], [-4.786, -0.494, 3.547], [-3.875, 0.159, 1.372], [-3.747, -2.577, -0.582], [-4.229, -2.262, -1.870], [-3.111, -2.018, -2.900], [-3.709, -2.456, -4.250], [-2.886, -2.184, -5.378], [-2.741, -0.524, -3.027], [-2.909, 0.586, -1.414], [-1.894, -2.906, -2.632], [-0.508, -2.355, -1.347], [-3.927, -1.843, 0.014], [-4.867, -1.374, -1.849], [-4.846, -3.108, -2.200], [-4.690, -1.975, -4.380], [-3.865, -3.537, -4.253], [-2.622, -1.258, -5.327], [-3.400, -0.047, -3.760], [-1.713, -0.428, -3.380], [-1.367, -3.045, -3.577], [-2.236, -3.884, -2.293], [3.726, 2.244, -2.002], [2.528, 1.460, -2.227], [2.527, 0.508, -3.324], [1.504, 1.522, -1.381], [0.478, 0.847, -1.508], [4.000, 2.774, -2.915], [4.556, 1.599, -1.705], [3.544, 2.971, -1.213], [2.713, 1.027, -4.265], [1.561, 0.009, -3.351], [3.306, -0.243, -3.172], [1.621, 2.237, -0.559], [-0.324, 4.249, 0.603], [-0.769, 3.012, 0.159], [-0.434, 1.880, 0.815], [0.295, 1.979, 1.918], [0.817, 3.182, 2.449], [0.475, 4.354, 1.724], [1.647, 3.072, 3.601], [2.384, 3.964, 4.379], [2.535, 5.368, 4.453], [3.453, 5.916, 5.401], [3.589, 7.269, 5.490], [2.895, 8.138, 4.718], [2.071, 7.544, 3.862], [1.843, 6.257, 3.679], [-0.612, 5.137, 0.054], [-1.382, 2.886, -0.723], [0.518, 1.047, 2.423], [0.822, 5.311, 2.087], [1.768, 2.038, 3.918], [2.980, 3.458, 5.134], [4.031, 5.258, 6.038], [4.280, 7.708, 6.203], [1.485, 8.211, 3.231]], "mulliken_spin": [1.0719, 0.0031, -0.0034, 0.0011, -0.0008, 0.0027, 0.0031, 0.0073, -0.0260, 0.0402, -0.0277, 0.0043, 0.0002, -0.0011, -0.0636, -0.0018, 0.0001, -0.0001, 0.0001, 0.0051, 0.0003, -0.0002, -0.0002, -0.0028, 0.0014, 0.0011, -0.0136, -0.0006, -0.0008, 0.0377, -0.0302, 0.0179, -0.0229, 0.0006, -0.0004, 0.0003, 0.0005, 0.0004, 0.0005, 0.0049, -0.0014, -0.0017, -0.0010, -0.0001, -0.0003, -0.0003, 0.0075, 0.0028, 0.0000, 0.0001, -0.0001, 0.0001, 0.0008, 0.0002, -0.0064, -0.0645, 0.1914, -0.0473, 0.0430, -0.0303, 0.1715, 0.1476, 0.1216, 0.1119, 0.0545, 0.0245, 0.1243, -0.0387, 0.0890, -0.0052, 0.0155, 0.0099, 0.0399, 0.0178, 0.0080, 0.0066, 0.0032, -0.0032]}


On energetic grounds, run 2 is preferred over the next structure by 98.8 kJ/mol.